(1)
Formula: C23H32N4O6
Source: the Open Molecules 2025 dataset
Level of theory: ωB97M-V/def2-TZVPD

```
65
Properties=species:S:1:pos:R:3:forces:R:3
C -1.196329 -3.231136 -0.472876 0.073 0.348 -0.182
C -0.756662 -2.251217 -1.553966 -0.133 -0.575 0.005
O -0.693890 -0.918249 -1.068610 0.204 0.413 0.281
C 0.351247 -0.623075 -0.210987 -0.005 0.086 0.260
C 1.675286 -0.745707 -0.595719 -0.091 -0.037 0.006
C 2.723542 -0.395652 0.254661 -0.190 0.108 0.268
N 4.063797 -0.490261 -0.133750 0.253 0.095 -0.106
C 4.937682 -1.299764 0.703434 0.353 -0.051 0.052
C 6.392101 -0.933482 0.410722 -0.222 -0.123 0.293
O 6.700350 -1.107669 -0.954145 0.096 -0.116 -0.060
C 5.847594 -0.326419 -1.754239 -0.307 0.030 -0.226
C 4.374860 -0.687709 -1.534585 0.328 0.147 0.008
C 2.391975 0.118925 1.522846 -0.102 -0.044 -0.131
O 3.360570 0.506925 2.427990 -0.332 -0.375 -0.105
C 4.052712 1.698874 2.082691 0.157 0.581 -0.103
C 3.162384 2.932907 2.175168 0.126 -0.411 0.030
C 1.068323 0.226807 1.915284 0.183 -0.012 0.106
C 0.035744 -0.144207 1.066868 0.266 -0.089 -0.300
N -1.319064 -0.071645 1.400650 -0.074 -0.223 -0.519
C -1.885932 0.429431 2.520080 -0.573 -0.027 -0.061
O -1.294038 0.912203 3.457429 0.123 0.059 0.248
C -3.420763 0.298623 2.534956 0.159 0.086 0.340
N -4.049810 0.571210 1.266501 0.038 0.019 0.238
C -4.557441 1.842457 0.926268 -0.023 0.035 -0.027
O -4.531522 2.812616 1.630805 0.085 0.275 0.311
N -5.077746 1.715131 -0.314578 -0.162 0.040 -0.369
C -4.920724 0.397695 -0.878297 -0.122 -0.242 -0.401
C -6.257515 -0.224796 -1.281205 0.241 -0.016 0.195
C -3.923080 0.353184 -2.031646 -0.001 -0.043 0.150
C -2.790947 1.330755 -2.102184 0.171 -0.062 0.049
C -3.912689 1.410758 -3.092731 -0.097 -0.022 -0.056
C -4.277577 -0.347474 0.290896 -0.250 0.158 -0.175
O -3.984272 -1.519460 0.334932 0.042 -0.139 -0.058
H -0.479085 -3.230785 0.346039 0.070 -0.061 0.078
H -2.173505 -2.948975 -0.087862 -0.042 -0.027 0.023
H -1.256593 -4.233450 -0.887597 0.019 -0.150 -0.021
H -1.491935 -2.217593 -2.361929 0.117 -0.032 0.017
H 0.210099 -2.555320 -1.972587 -0.099 0.097 -0.025
H 1.888702 -1.130509 -1.580297 0.027 -0.031 -0.103
H 4.710831 -1.117593 1.752395 0.044 -0.043 -0.060
H 4.788996 -2.370074 0.484328 0.000 0.030 0.042
H 7.070100 -1.585310 0.963531 -0.051 0.068 0.032
H 6.572913 0.112162 0.702492 -0.012 -0.071 0.008
H 6.137862 -0.516038 -2.789172 -0.055 0.061 0.035
H 5.993206 0.740822 -1.524805 -0.035 -0.074 -0.047
H 3.753267 -0.027132 -2.141384 0.005 -0.048 -0.032
H 4.216436 -1.733060 -1.847525 -0.062 0.043 -0.041
H 4.472181 1.612429 1.072684 0.009 -0.036 0.164
H 4.869160 1.761574 2.806830 -0.028 0.006 -0.118
H 3.749371 3.825866 1.977672 0.045 0.118 -0.043
H 2.355248 2.871275 1.448336 -0.064 0.073 -0.057
H 2.727056 3.005842 3.168376 -0.056 0.059 0.102
H 0.845581 0.613007 2.895818 0.011 0.030 0.041
H -1.907949 -0.482933 0.685382 -0.040 0.069 0.207
H -3.674083 -0.723472 2.834584 -0.003 0.122 -0.032
H -3.806549 1.009718 3.269152 0.118 -0.134 -0.107
H -5.507768 2.483512 -0.798334 0.028 0.058 0.138
H -6.113933 -1.282241 -1.486181 -0.008 -0.095 -0.073
H -6.642501 0.261793 -2.174148 -0.020 0.053 -0.077
H -6.980853 -0.118869 -0.475902 -0.074 -0.014 0.050
H -3.719848 -0.665767 -2.335190 0.050 -0.007 -0.077
H -1.828275 0.967211 -2.423105 0.027 -0.087 -0.067
H -2.730068 2.095720 -1.342240 -0.091 0.082 0.061
H -3.728771 1.104803 -4.111040 0.034 -0.051 -0.049
H -4.607461 2.232804 -3.010987 -0.075 0.117 0.071
```
Positions in Å, forces in eV/Å.

* maximum force: 0.611 eV/A
* E_LUMO: 0.587 eV
* orbital gap: 8.2 eV
* ΔE to the lowest compared entry with this formula, charge and spin: 225.15 kJ/mol
* electronic energy: -1566.123279 Ha
* total charge: 0

List of natural (NBO) charges in e, atom by atom: C -0.65; C -0.05; O -0.55; C 0.32; C -0.32; C 0.10; N -0.45; C -0.25; C -0.07; O -0.52; C -0.07; C -0.25; C 0.33; O -0.54; C -0.07; C -0.64; C -0.30; C 0.15; N -0.63; C 0.67; O -0.60; C -0.32; N -0.48; C 0.80; O -0.60; N -0.63; C 0.02; C -0.60; C -0.23; C -0.42; C -0.42; C 0.71; O -0.61; H 0.21; H 0.24; H 0.22; H 0.18; H 0.17; H 0.22; H 0.24; H 0.17; H 0.20; H 0.16; H 0.19; H 0.16; H 0.21; H 0.17; H 0.18; H 0.18; H 0.21; H 0.21; H 0.21; H 0.27; H 0.42; H 0.24; H 0.26; H 0.42; H 0.23; H 0.22; H 0.22; H 0.23; H 0.24; H 0.22; H 0.22; H 0.20

***

(2)
Formula: C23H32N9NaOS
Source: the Open Molecules 2025 dataset
Level of theory: ωB97M-V/def2-TZVPD

```
67
Properties=species:S:1:pos:R:3:forces:R:3
Na 0.009301 -1.040850 -0.198283 -0.072 -0.065 0.122
C 4.967269 0.009533 -0.159622 0.036 -0.028 0.003
N 3.843672 0.055045 -1.077710 -0.049 0.008 0.015
C 4.189379 0.500149 -2.423973 0.011 -0.008 -0.018
C 2.952332 0.129518 -3.217954 0.011 0.047 -0.038
N 2.516120 -1.055153 -2.501160 0.013 0.017 0.096
C 1.265901 -1.668804 -2.879290 -0.016 -0.054 -0.042
C 2.852782 -0.912310 -1.162811 -0.161 0.044 -0.103
N 2.228156 -1.566615 -0.249657 0.396 -0.035 0.111
C 2.569804 -1.350693 1.147408 0.170 0.032 0.159
C 1.503307 -1.906402 2.087522 0.067 -0.059 0.104
N 0.391124 -0.970385 2.150224 0.028 -0.018 -0.091
C -0.524043 -0.980692 3.046102 -0.126 -0.065 -0.035
N -0.914062 -1.954958 3.965457 0.165 -0.011 0.029
C 0.002986 -2.921848 4.535728 -0.038 -0.033 0.003
C -1.880892 -1.372075 4.884871 -0.015 0.013 0.029
C -2.506742 -0.285845 4.029012 -0.074 0.049 0.043
N -1.386199 0.079927 3.196733 0.036 -0.010 0.024
C -1.465300 1.166190 2.253547 0.013 -0.033 -0.052
H 5.551212 0.916883 -0.308475 -0.006 0.000 -0.012
H 5.617994 -0.852633 -0.351811 -0.008 0.000 -0.002
H 4.654192 -0.003652 0.876320 -0.019 -0.023 0.013
H 5.065023 -0.047994 -2.796845 0.011 0.010 0.021
H 4.408268 1.567058 -2.430300 -0.012 0.005 -0.003
H 3.171444 -0.095282 -4.261580 -0.011 -0.016 0.002
H 2.194668 0.921708 -3.168122 -0.004 -0.019 0.003
H 1.297916 -1.900871 -3.944353 0.014 0.013 0.003
H 0.407212 -1.011971 -2.696390 0.006 0.005 -0.011
H 1.141821 -2.602429 -2.333869 -0.018 0.025 0.018
H 2.650551 -0.281900 1.379615 0.024 0.005 -0.020
H 3.527508 -1.818526 1.404410 -0.034 -0.067 -0.041
H 1.969211 -2.047788 3.067338 0.022 0.046 -0.039
H 1.208906 -2.901829 1.727880 -0.041 0.017 -0.041
H 0.469023 -3.521137 3.759935 -0.009 0.003 0.048
H -0.571499 -3.591384 5.175375 -0.010 -0.010 -0.016
H 0.781076 -2.453963 5.149803 0.000 0.005 0.004
H -1.379199 -0.935802 5.759814 -0.004 -0.015 -0.014
H -2.594062 -2.122397 5.224522 0.004 -0.003 -0.005
H -2.860229 0.564064 4.612266 0.000 0.005 -0.009
H -3.346132 -0.677394 3.437299 0.012 0.003 -0.015
H -1.770954 2.080288 2.761000 -0.007 0.003 0.013
H -2.184852 0.962866 1.451089 0.016 -0.001 -0.014
H -0.481677 1.315143 1.816410 -0.008 0.040 -0.006
N 0.225948 1.035330 -1.067337 0.120 0.217 -0.089
C 0.305827 2.115791 -0.651322 -0.083 -0.094 -0.178
C 0.323977 3.414375 -0.152970 0.008 0.026 0.073
C -0.916199 3.981844 0.198504 -0.125 0.045 0.024
N -1.970052 4.377961 0.465952 0.032 -0.006 0.011
C 1.553460 4.074968 0.051427 0.122 0.066 0.018
N 2.575125 4.590564 0.207236 -0.022 -0.012 -0.012
C -4.480813 -1.529415 -1.531552 -0.084 0.049 -0.136
S -3.075995 -0.667836 -0.836785 -0.006 -0.169 0.121
O -1.927542 -1.628145 -1.009539 -0.303 -0.026 -0.036
C -2.867252 0.617697 -2.039079 -0.011 0.047 -0.042
C -3.073873 1.923231 -1.625817 0.023 0.037 -0.018
C -2.803087 2.961667 -2.508017 -0.016 0.007 -0.013
C -2.327035 2.676800 -3.777475 -0.002 0.000 -0.015
C -2.115672 1.360082 -4.177696 0.004 0.006 0.003
C -2.379266 0.319852 -3.305162 -0.011 0.026 -0.011
H -4.235728 -1.866795 -2.538324 0.024 0.020 0.020
H -5.334848 -0.852750 -1.549425 0.011 -0.007 0.002
H -4.685746 -2.381462 -0.886711 0.012 0.003 0.018
H -3.398062 2.147003 -0.616460 0.003 -0.024 0.000
H -2.930845 3.983642 -2.177420 0.002 -0.014 -0.003
H -2.098640 3.485799 -4.459519 -0.005 -0.003 0.008
H -1.728493 1.152570 -5.166846 0.001 -0.013 0.005
H -2.177534 -0.707534 -3.583116 -0.003 -0.004 0.010
```
Positions in Å, forces in eV/Å.

* maximum force: 0.413 eV/A
* E_LUMO: 0.109 eV
* orbital gap: 7.5 eV
* electronic energy: -2024.172156 Ha
* total charge: 0

List of natural (NBO) charges in e, atom by atom: Na 0.86; C -0.40; N -0.43; C -0.21; C -0.22; N -0.42; C -0.42; C 0.64; N -0.66; C -0.23; C -0.24; N -0.66; C 0.63; N -0.44; C -0.41; C -0.21; C -0.21; N -0.41; C -0.42; H 0.21; H 0.18; H 0.22; H 0.18; H 0.22; H 0.20; H 0.20; H 0.20; H 0.20; H 0.22; H 0.20; H 0.18; H 0.19; H 0.18; H 0.22; H 0.21; H 0.18; H 0.18; H 0.20; H 0.21; H 0.18; H 0.22; H 0.18; H 0.24; N -0.58; C 0.43; C -0.63; C 0.33; N -0.43; C 0.31; N -0.39; C -0.82; S 1.27; O -1.03; C -0.31; C -0.20; C -0.19; C -0.19; C -0.22; C -0.15; H 0.24; H 0.24; H 0.24; H 0.24; H 0.24; H 0.22; H 0.22; H 0.22

***

(3)
Formula: C23H32NO7P
Source: the Open Molecules 2025 dataset
Level of theory: ωB97M-V/def2-TZVPD

```
64
Properties=species:S:1:pos:R:3:forces:R:3
C -1.372405 -2.586937 1.776300 0.185 -0.119 0.035
C 0.085340 -2.949042 2.035617 0.008 0.370 -0.147
C 0.992977 -1.738628 1.856521 0.062 -0.405 0.655
O 0.954605 -1.359098 0.479834 0.182 0.389 -0.454
P 1.951116 -0.301529 -0.176477 0.389 -0.282 1.192
O 1.705825 -0.217256 -1.615380 -0.115 0.218 -0.463
O 3.438294 -0.744506 0.257883 -1.137 0.414 0.263
C 4.302199 -1.257050 -0.749618 0.480 -0.355 -0.711
C 3.990516 -2.714437 -1.067509 0.060 0.206 0.337
C 4.267816 -3.635502 0.113652 -0.088 0.088 -0.211
C 1.665608 1.316946 0.701946 0.259 -1.001 -0.190
N 0.294292 1.606118 0.380511 -0.002 0.239 -0.387
C -0.701546 1.193011 1.216731 -0.112 0.205 0.089
O -0.516137 1.021953 2.409165 -0.073 0.012 0.123
C -2.014102 0.985431 0.560371 -0.417 -0.239 -0.180
C -2.075905 0.368338 -0.681640 0.070 0.090 0.082
C -3.299902 0.077584 -1.273279 -0.156 0.008 -0.114
O -3.398354 -0.580157 -2.472818 -0.303 0.188 0.448
C -2.213683 -0.965293 -3.130735 0.201 -0.080 -0.130
C -4.486776 0.452802 -0.623879 -0.187 0.029 0.036
O -5.760233 0.263418 -1.061003 0.426 -0.024 0.383
C -6.029510 -0.047024 -2.409005 -0.226 -0.133 -0.476
C -4.409493 1.063794 0.648043 -0.081 -0.068 -0.167
O -5.612246 1.369275 1.205119 0.204 -0.174 -0.357
C -5.621358 1.948062 2.487079 0.018 0.108 0.223
C -3.182737 1.308849 1.238632 0.093 0.058 0.046
C 2.684353 2.271904 0.172062 0.174 0.330 0.012
C 3.924824 2.336299 0.797517 -0.046 0.035 -0.006
C 4.927116 3.141978 0.290176 0.071 -0.003 0.040
C 4.701784 3.895226 -0.850066 0.038 0.028 -0.037
C 3.469857 3.835594 -1.477118 -0.014 0.054 -0.073
C 2.466685 3.024962 -0.973714 -0.021 -0.009 0.099
H -1.496027 -2.238765 0.754336 -0.097 0.040 -0.109
H -1.687680 -1.789495 2.444793 -0.098 0.110 0.068
H -2.014144 -3.450455 1.931743 -0.121 -0.044 -0.014
H 0.204576 -3.315685 3.056782 0.076 -0.033 0.007
H 0.401185 -3.735000 1.346796 0.093 -0.066 0.067
H 0.630015 -0.911294 2.473698 0.076 -0.046 -0.079
H 2.024943 -1.970761 2.138323 -0.040 -0.009 -0.048
H 4.192263 -0.651391 -1.653846 0.103 -0.003 0.117
H 5.314706 -1.143513 -0.352322 -0.078 -0.004 -0.066
H 4.592839 -3.015561 -1.926535 -0.053 0.033 -0.078
H 2.936280 -2.770838 -1.348043 0.033 -0.061 -0.164
H 3.992755 -4.658806 -0.129260 0.004 -0.117 0.059
H 3.692533 -3.321021 0.980947 -0.036 -0.025 0.133
H 5.323994 -3.613070 0.374193 0.104 -0.040 0.082
H 1.745142 1.211784 1.786376 0.026 -0.075 -0.126
H 0.090282 1.613472 -0.609133 -0.161 0.029 0.099
H -1.163897 0.050059 -1.160944 0.100 -0.067 -0.105
H -1.618256 -1.656772 -2.527426 -0.007 0.039 -0.004
H -2.542276 -1.470255 -4.038055 0.082 0.025 0.045
H -1.598536 -0.101840 -3.401077 -0.007 -0.023 0.037
H -5.547282 0.657982 -3.090022 -0.030 -0.039 0.041
H -5.718983 -1.062258 -2.663611 -0.056 0.128 0.012
H -7.111920 0.037883 -2.506329 0.072 0.009 -0.020
H -5.113664 2.918264 2.495816 -0.008 -0.048 0.001
H -5.158134 1.290723 3.229698 -0.004 0.027 -0.030
H -6.671965 2.089346 2.735717 0.089 0.010 0.026
H -3.099171 1.759582 2.213146 -0.052 0.035 0.129
H 4.101164 1.747197 1.685809 0.026 -0.068 0.088
H 5.885807 3.183382 0.785875 0.071 0.009 0.050
H 5.483424 4.525315 -1.247555 0.059 0.054 -0.032
H 3.287826 4.419170 -2.367417 -0.018 0.047 -0.068
H 1.513394 2.987563 -1.477388 -0.087 -0.003 -0.076
```
Positions in Å, forces in eV/Å.

* maximum force: 1.285 eV/A
* E_LUMO: 0.798 eV
* orbital gap: 8.8 eV
* ΔE to the lowest compared entry with this formula, charge and spin: 0.00 kJ/mol
* electronic energy: -1818.489756 Ha
* total charge: 0

List of natural (NBO) charges in e, atom by atom: C -0.61; C -0.41; C -0.08; O -0.83; P 2.38; O -1.11; O -0.83; C -0.06; C -0.43; C -0.61; C -0.45; N -0.62; C 0.69; O -0.63; C -0.14; C -0.30; C 0.23; O -0.51; C -0.25; C 0.29; O -0.49; C -0.24; C 0.27; O -0.48; C -0.25; C -0.28; C 0.04; C -0.21; C -0.21; C -0.21; C -0.20; C -0.21; H 0.21; H 0.21; H 0.21; H 0.21; H 0.20; H 0.21; H 0.18; H 0.20; H 0.19; H 0.21; H 0.21; H 0.21; H 0.20; H 0.20; H 0.27; H 0.41; H 0.24; H 0.18; H 0.20; H 0.18; H 0.18; H 0.19; H 0.19; H 0.18; H 0.18; H 0.20; H 0.24; H 0.21; H 0.21; H 0.21; H 0.21; H 0.21